Formula: C12H18N4O2S2
Source: OMol25
Level of theory: the ωB97M-V functional and the def2-TZVPD basis

Summary:
Energy relative to the best compared isomer or geometry (same formula, charge and spin)   12.059 eV
Orbital gap   7.6 eV
LUMO energy   -0.088 eV
Spin multiplicity   1
Molar mass   314.44 g mol⁻¹

XYZ file:
```
38
C12H18N4O2S2 (the ωB97M-V functional and the def2-TZVPD basis)
C 4.620 1.390 2.631
H 4.471 1.056 1.467
C 3.230 1.154 3.310
C 2.847 -0.167 3.285
O 3.154 -0.938 4.064
N 2.259 -0.509 2.232
C 1.850 0.181 1.126
N 1.297 -0.833 0.100
N 0.956 -0.133 -0.944
C 1.175 1.229 -0.952
S 0.809 2.252 -1.962
C 0.122 1.231 -3.318
H 0.221 2.014 -4.467
H 0.521 0.399 -3.437
C -1.358 1.056 -3.106
O -2.312 1.961 -3.379
N -1.609 0.223 -2.327
H -0.806 -0.302 -1.817
C -3.004 -0.399 -1.713
H -3.708 0.400 -2.072
C -3.104 -1.839 -1.852
C -3.185 -2.343 -0.215
H -4.242 -2.547 0.051
C -2.469 -1.272 0.580
H -1.279 -1.749 0.248
H -2.686 -1.488 1.436
C -2.823 0.096 -0.257
H -3.995 0.028 0.243
H -2.249 0.920 0.208
H -2.715 -3.288 -0.418
H -2.444 -2.334 -2.439
H -4.046 -2.024 -2.376
S 1.932 1.656 0.610
H 2.033 -1.515 2.198
H 2.696 1.987 2.949
H 3.401 1.385 4.527
H 5.496 0.540 2.969
H 4.942 2.520 2.815
```

Formula: C34H65As2CrGeN2O3Si3
Source: OMol25
Level of theory: the ωB97M-V functional and the def2-TZVPD basis

Summary:
Energy relative to the best compared isomer or geometry (same formula, charge and spin)   0.000 eV
Total charge   +1
Orbital gap (alpha / beta)   6.8 / 7.0 eV
LUMO energy (alpha / beta)   -2.250 / -2.258 eV
Spin multiplicity   5
Molar mass   908.61 g mol⁻¹

XYZ file:
```
111
C34H65As2CrGeN2O3Si3 (the ωB97M-V functional and the def2-TZVPD basis)
Cr -1.545 0.309 0.496
O -0.274 1.693 -0.343
C -0.432 2.944 0.036
C 0.137 3.951 -0.803
C 0.298 5.259 -0.460
C -0.325 5.812 0.713
C -0.890 4.864 1.552
C -0.911 3.461 1.263
C -1.324 2.625 2.373
N -1.474 1.272 2.314
N -1.867 0.569 3.408
C -1.868 -0.721 3.162
O -1.614 -1.243 2.012
C -2.380 -1.569 4.260
C -2.472 -2.949 4.094
C -2.854 -3.694 5.223
C -3.215 -3.104 6.411
C -3.097 -1.749 6.560
C -2.712 -0.967 5.504
H 0.572 3.582 -1.697
H 0.947 5.878 -1.079
H -0.377 6.864 0.989
H -1.269 5.131 2.574
H -1.529 3.050 3.337
H -2.022 -3.410 3.200
H -2.719 -4.753 5.174
H -3.560 -3.765 7.207
H -3.391 -1.332 7.570
H -2.592 0.106 5.712
C 5.408 -0.890 3.276
As 3.656 -0.098 2.981
C 3.604 1.419 4.172
C 2.148 -1.361 3.340
O 3.348 0.588 1.357
H 5.640 -0.996 4.356
H 6.186 -0.213 2.849
H 5.501 -1.844 2.716
H 2.856 2.102 3.721
H 4.557 1.950 4.135
H 3.289 1.182 5.190
H 1.977 -2.000 2.477
H 1.210 -0.782 3.509
H 2.323 -1.917 4.252
C 4.465 -1.314 -5.064
C 3.811 -1.451 -3.664
C 3.861 -0.145 -2.833
C 3.160 -0.287 -1.469
Ge 4.163 0.917 -0.332
C 3.809 2.789 -0.698
C 4.487 3.425 -1.879
C 5.739 4.215 -1.520
C 5.832 5.429 -2.442
H 4.319 -2.179 -5.708
H 5.618 -1.096 -5.025
H 4.028 -0.466 -5.567
H 4.254 -2.308 -3.074
H 2.740 -1.706 -3.767
H 3.366 0.620 -3.465
H 4.959 0.031 -2.630
H 3.272 -1.321 -1.057
H 2.144 -0.008 -1.374
H 5.671 0.494 -0.217
H 4.067 3.364 0.203
H 2.707 2.827 -0.821
H 3.853 4.164 -2.334
H 4.732 2.689 -2.630
H 6.720 3.709 -1.683
H 5.692 4.480 -0.433
H 6.222 5.135 -3.451
H 6.512 6.214 -2.074
H 4.862 5.976 -2.510
C -5.160 -2.932 0.899
Si -5.160 -1.308 0.034
C -5.580 -0.013 1.317
C -6.271 -1.536 -1.416
As -2.948 -1.198 -0.933
Si -1.664 -3.371 -1.174
C -1.450 -3.966 0.561
C -2.669 -4.546 -2.267
C 0.052 -3.027 -1.858
Si -2.835 -0.083 -3.184
C -3.233 1.789 -3.045
C -1.185 -0.348 -3.962
C -4.197 -0.948 -4.156
H -5.081 -3.661 0.097
H -6.192 -3.049 1.255
H -4.476 -3.123 1.686
H -4.905 -0.097 2.222
H -6.569 -0.188 1.700
H -5.486 1.023 0.971
H -7.183 -1.991 -1.120
H -5.808 -2.278 -2.086
H -6.492 -0.668 -2.024
H -0.584 -3.502 0.945
H -1.328 -5.026 0.402
H -2.291 -3.817 1.195
H -2.306 -4.662 -3.223
H -3.680 -4.167 -2.403
H -2.740 -5.554 -1.814
H 0.728 -3.860 -1.492
H 0.404 -2.089 -1.427
H 0.085 -2.997 -2.916
H -2.296 2.333 -3.374
H -3.374 2.019 -1.940
H -4.059 1.996 -3.685
H -0.339 -0.195 -3.293
H -1.131 0.324 -4.802
H -1.055 -1.371 -4.286
H -5.167 -0.444 -4.028
H -4.411 -1.909 -3.729
H -3.974 -1.013 -5.224
```

Formula: C13H17N3O5
Source: OMol25
Level of theory: the ωB97M-V functional and the def2-TZVPD basis

Summary:
Energy relative to the best compared isomer or geometry (same formula, charge and spin)   9.503 eV
Orbital gap   8.4 eV
LUMO energy   0.320 eV
Spin multiplicity   1
Structure (SMILES)   NC(=O)C[C@H](N)C(=O)N[C@@H](Cc1ccc(O)cc1)C(=O)O
Molar mass   295.30 g mol⁻¹

XYZ file:
```
38
C13H17N3O5 (the ωB97M-V functional and the def2-TZVPD basis)
C 1.576 -2.789 1.485
C 0.341 -1.920 1.162
C 2.497 -2.808 0.213
C 1.650 -3.494 -0.791
C -0.449 0.290 0.165
C -1.588 -0.085 -0.977
C 0.490 1.402 -0.155
C -0.127 2.839 -0.141
C -0.918 3.062 -1.318
C -0.554 3.432 1.224
C -1.801 4.076 -1.576
C -1.493 4.458 1.098
C -1.938 4.853 -0.358
H 0.460 -4.593 1.652
H 0.832 -3.868 2.958
H 2.043 -1.994 2.213
H 2.757 -1.873 -0.253
H 3.387 -3.493 0.350
H 1.462 -4.807 -2.424
H 3.197 -4.418 -2.148
H 1.130 -1.124 -0.605
H -0.855 0.324 1.234
H 1.503 1.428 0.324
H 0.467 1.257 -1.345
H -0.781 2.287 -2.087
H 0.187 3.089 2.110
H -2.105 4.386 -2.652
H -1.710 5.056 2.043
H -3.827 6.096 -0.671
H -2.503 -1.373 0.505
N 1.326 -4.115 2.146
N 2.203 -4.135 -2.018
N 0.522 -0.881 0.284
O -0.812 -2.201 1.618
O 0.394 -3.602 -0.577
O -1.322 -0.091 -2.284
O -2.801 5.930 -0.155
O -2.840 -0.600 -0.251
```

Formula: C10H11NOS
Source: OMol25
Level of theory: the ωB97M-V functional and the def2-TZVPD basis

Summary:
Energy relative to the best compared isomer or geometry (same formula, charge and spin)   2.412 eV
Orbital gap   5.3 eV
LUMO energy   -1.681 eV
Spin multiplicity   1
Molar mass   193.27 g mol⁻¹

XYZ file:
```
24
C10H11NOS (the ωB97M-V functional and the def2-TZVPD basis)
C -2.573 -0.646 2.917
O -1.358 -0.652 2.114
C -1.372 -0.449 0.839
C -0.145 -0.406 0.096
C -0.251 -0.380 -1.309
C 0.881 -0.327 -2.084
C 2.146 -0.295 -1.474
C 3.369 -0.212 -2.329
C 2.256 -0.341 -0.075
C 1.132 -0.402 0.730
H -2.235 -0.705 3.954
H -3.143 0.273 2.766
H -3.171 -1.535 2.692
H -2.339 -0.344 0.317
H -1.259 -0.405 -1.744
H 0.798 -0.307 -3.172
H 4.275 -0.196 -1.724
H 3.418 -1.057 -3.020
H 3.340 0.686 -2.952
H 3.246 -0.334 0.390
H 1.177 -0.448 1.821
N -2.054 2.034 1.243
C -2.654 2.746 0.500
S -3.484 3.701 -0.495
```